{
  "formula": "C4H6O",
  "method": "ωB97M-V/def2-TZVPD",
  "elements": ["O", "C", "C", "C", "C", "H", "H", "H", "H", "H", "H"],
  "positions_angstrom": [[-0.56, -1.00, 0.95], [-1.05, -0.50, -0.30], [-0.40, 0.90, -0.39], [0.83, 0.53, 0.33], [1.84, -0.08, 0.63], [0.48, -1.11, 0.91], [-0.75, -1.13, -1.15], [-2.15, -0.46, -0.27], [-0.14, 1.28, -1.39], [-1.01, 1.65, 0.12], [2.90, -0.08, 0.55]],
  "nbo_charge": [-0.7594, -0.0590, -0.5130, 0.1363, -0.4000, 0.5024, 0.1700, 0.1971, 0.2374, 0.2346, 0.2536],
  "lumo_ev": 1.02,
  "homo_lumo_gap_ev": 10.61,
  "charge": 0,
  "e_above_lowest_ev": 2.969,
  "smiles": "C#CCCO",
  "total_energy_ha": -231.1146
}